[1]
Molecular formula: C20H21N5O3Sn
Method: DFT, ωB97M-V/def2-TZVPD

Results
Total energy: -1486.8101 Ha
E_LUMO (spin up / spin down): -15.87 / -17.40 eV
HOMO energy (spin up / spin down): -0.7669 / -0.7708 Ha
Kohn-Sham gap (spin up / spin down): 5.0 / 3.6 eV
ΔE to the lowest compared entry with this formula, charge and spin: 0.00 kcal per mole

The geometry in ORCA input format:
```
! wB97M-V def2-TZVPD RIJCOSX def2/J DEFGRID3
* xyz 4 1
N 0.07276 2.33105 -0.34756
C 0.16928 3.48102 -0.23217
C 0.23527 4.89111 -0.22083
H -0.79391 5.28404 -0.29591
H 0.82889 5.20450 -1.09780
H 0.70568 5.22154 0.72034
N 1.89128 -1.23543 -0.67814
C 2.84504 -1.85347 -0.72949
C 4.03260 -2.62653 -0.95106
H 4.63794 -2.12431 -1.73715
H 3.73778 -3.64228 -1.29212
H 4.61346 -2.69240 -0.00779
N -2.09951 -1.01657 -0.37552
C -3.11585 -1.56474 -0.24558
C -4.38306 -2.18942 -0.23026
H -4.36781 -3.01443 0.50242
H -4.57234 -2.57529 -1.24687
H -5.14354 -1.43813 0.04717
Sn -0.11473 0.09224 -0.47293
C 0.06936 -1.86389 1.44507
O 0.04068 -2.74096 2.17397
C 1.74894 0.68793 1.43425
O 2.53402 1.07212 2.17722
C 0.47292 1.35429 -3.30370
C -0.90086 1.42290 -3.18315
C -1.66695 0.24105 -3.18383
C -1.04350 -0.98485 -3.30312
C 0.35602 -1.05334 -3.42622
C 1.10660 0.10432 -3.42585
H 1.07004 2.26931 -3.34835
H -1.40380 2.39239 -3.13098
H -2.75728 0.30428 -3.13326
H -1.63506 -1.90351 -3.34640
H 0.83846 -2.02510 -3.56247
H 2.19069 0.06046 -3.56134
N -1.12151 3.83829 5.64604
C -0.69157 3.54593 4.39535
O 0.13518 4.22986 3.78300
C -1.28244 2.30227 3.79756
C -2.29972 1.52032 4.36955
C -2.69778 0.34076 3.72323
C -2.03681 -0.01221 2.52337
N -1.10717 0.74875 1.93770
C -0.73049 1.86164 2.58110
H -0.71807 4.66175 6.07607
H -1.75847 3.28503 6.18542
H -2.76936 1.80447 5.30789
H -3.48212 -0.35275 4.09327
H -2.29892 -0.94015 2.00577
H 0.05223 2.44244 2.09378
*
```

Atom charges from the natural (NBO) analysis, given in e for atoms 1 to 6: -0.636 0.626 -0.780 0.325 0.334 0.328


[2]
Molecular formula: C20H21N5OS
Method: DFT, ωB97M-V/def2-TZVPD

Results
Total energy: -1521.9606 Ha
E_LUMO: 0.54 eV
HOMO energy: -0.3064 Ha
Structure (SMILES): O=C(CSc1nnc(-c2ccccn2)n1Cc1ccccc1)N1CCCC1
Kohn-Sham gap: 8.9 eV
ΔE to the lowest compared entry with this formula, charge and spin: 2.30 kcal per mole

The geometry in ORCA input format:
```
! wB97M-V def2-TZVPD RIJCOSX def2/J DEFGRID3
* xyz 0 1
O -1.23543 -1.08589 -2.27280
C -0.77711 -0.11597 -2.84928
C 0.47618 -0.21748 -3.69945
S 1.87226 0.43601 -2.71366
C 1.96110 -0.87294 -1.56373
N 2.09658 -2.13774 -1.86584
N 2.10699 -2.81993 -0.72685
C 1.98986 -1.97230 0.27206
C 1.96651 -2.34958 1.66957
C 1.88640 -3.70191 2.01125
C 1.85136 -4.03750 3.35059
C 1.89660 -3.02379 4.29846
C 1.98600 -1.71438 3.85335
N 2.02323 -1.37835 2.57809
N 1.89628 -0.69750 -0.21558
C 1.69376 0.53125 0.49806
C 0.40913 0.53660 1.29178
C -0.69776 -0.19690 0.88843
C -1.86582 -0.16054 1.63212
C -1.94135 0.61127 2.77759
C -0.84134 1.35128 3.17904
C 0.32667 1.31263 2.44088
N -1.31201 1.10921 -2.72317
C -0.87026 2.33561 -3.35788
C -1.70804 3.41919 -2.67987
C -3.00682 2.68677 -2.34890
C -2.50483 1.31531 -1.91505
H 0.42910 0.37230 -4.61189
H 0.69882 -1.26163 -3.91339
H 1.85321 -4.43846 1.22575
H 1.78729 -5.07198 3.65545
H 1.86567 -3.24408 5.35407
H 2.02992 -0.88605 4.54890
H 1.67935 1.33668 -0.24779
H 2.53728 0.69133 1.17539
H -0.66708 -0.80408 -0.00452
H -2.71700 -0.74068 1.30809
H -2.85228 0.63505 3.35746
H -0.89245 1.95510 4.07340
H 1.18689 1.88263 2.76021
H -1.07971 2.30219 -4.43485
H 0.20193 2.49074 -3.21518
H -1.22167 3.74495 -1.75989
H -1.85804 4.28410 -3.32218
H -3.62638 2.59850 -3.24211
H -3.58272 3.17993 -1.56960
H -2.23577 1.30552 -0.85239
H -3.21453 0.50552 -2.09414
*
```

Atom charges from the natural (NBO) analysis, given in e for atoms 1 to 6: -0.631 0.669 -0.602 0.246 0.156 -0.278


[3]
Molecular formula: C20H21N9O5Sr
Method: DFT, ωB97M-V/def2-TZVPD

Results
Total energy: -1674.4610 Ha
E_LUMO: -0.59 eV
HOMO energy: -0.2329 Ha
Kohn-Sham gap: 5.7 eV
ΔE to the lowest compared entry with this formula, charge and spin: 19.61 kcal per mole

The geometry in ORCA input format:
```
! wB97M-V def2-TZVPD RIJCOSX def2/J DEFGRID3
* xyz 0 1
Sr -0.32661 0.14080 -0.62945
O -4.55220 -0.43045 -0.26709
C -3.40985 -0.15357 0.13574
N -2.60439 0.86121 -0.12947
C -3.02287 1.97437 -0.93790
C -4.35963 2.33919 -1.03615
C -4.74510 3.46069 -1.76134
C -3.79057 4.22173 -2.40589
C -2.44413 3.88254 -2.31478
C -2.02962 2.77837 -1.57399
N -0.65127 2.41368 -1.39924
C 0.33592 3.04443 -2.02072
O 0.34398 4.00126 -2.80229
C 1.76812 2.51969 -1.65856
C 2.86241 3.15558 -2.23929
C 4.13476 2.74145 -1.90803
C 4.30050 1.69907 -1.00299
C 3.16499 1.11281 -0.48305
N 1.92654 1.50444 -0.79995
C -2.83581 -1.17308 1.16044
C -3.74795 -1.94365 1.87656
C -3.28767 -2.83408 2.82425
C -1.91934 -2.95433 3.03084
C -1.08187 -2.17287 2.25857
N -1.51347 -1.30621 1.34152
H -5.09682 1.72028 -0.54990
H -5.79496 3.72019 -1.81964
H -4.07486 5.09028 -2.98696
H -1.69352 4.47509 -2.80942
H 2.65538 3.96036 -2.92974
H 5.00024 3.22470 -2.34464
H 5.27808 1.34974 -0.70064
H 3.24501 0.28777 0.21934
H -4.79656 -1.80661 1.65483
H -3.98520 -3.42749 3.40207
H -1.50729 -3.62822 3.76881
H -0.00597 -2.23863 2.39452
N 1.69816 -2.68764 0.21211
N 2.58251 -2.85327 -0.86123
C 2.37781 -2.12520 -1.99534
N 3.24700 -2.31831 -2.99152
N 1.30494 -1.35484 -1.96637
N 1.12109 -0.47563 -3.06164
O 0.02892 0.05432 -3.01091
O 1.95994 -0.25306 -3.90625
H 2.21378 -2.80630 1.07231
H 0.93694 -3.35649 0.16233
H 3.08731 -3.72109 -0.94458
H 4.10332 -2.80568 -2.79074
H 3.23005 -1.67198 -3.76411
C -2.83819 -2.84089 -1.79938
O -1.96756 -1.73540 -2.06897
H -3.24850 -3.23894 -2.72995
H -3.64610 -2.54208 -1.13131
H -2.23021 -3.61540 -1.33288
H -2.52453 -1.02867 -2.42203
*
```

Atom charges from the natural (NBO) analysis, given in e for atoms 1 to 6: 1.800 -0.716 0.583 -0.779 0.089 -0.236


[4]
Molecular formula: C20H22As2N2O13S2Sr
Method: DFT, ωB97M-V/def2-TZVPD

Results
Total energy: -7161.6876 Ha
E_LUMO (spin up / spin down): 1.63 / 1.63 eV
HOMO energy (spin up / spin down): -0.0435 / -0.0436 Ha
Kohn-Sham gap (spin up / spin down): 2.8 / 2.8 eV
ΔE to the lowest compared entry with this formula, charge and spin: 83.42 kcal per mole

The geometry in ORCA input format:
```
! wB97M-V def2-TZVPD RIJCOSX def2/J DEFGRID3
* xyz -2 1
Sr 0.85497 -1.31109 1.21886
C -0.22142 1.91794 -2.39184
C -1.10414 3.07778 -2.44536
C -0.58435 4.34501 -2.82044
C -1.37911 5.50065 -2.73437
C -2.76791 5.41336 -2.42565
C -3.33411 4.17835 -2.10907
C -2.49643 3.02216 -2.06934
H -0.75506 0.97239 -2.46937
H 0.42700 1.80725 -1.45720
H 0.39558 2.03583 -3.27701
H 0.43411 4.43362 -3.12789
H -0.92295 6.47872 -2.97658
H -3.40359 6.28658 -2.38141
H -4.35618 4.07610 -1.82133
H -2.88015 2.03901 -1.77949
O 3.74128 -0.27203 -0.94958
As 3.65813 -1.98306 -0.33869
O 5.38102 -2.54543 -0.45697
O 3.08350 -1.86396 1.22164
C 3.02431 -3.15734 -1.93939
C 3.99023 -4.03528 -2.32360
C 3.99845 -4.66409 -3.57714
C 2.84493 -4.60814 -4.38359
C 1.79169 -3.84883 -3.94336
C 1.86996 -3.17029 -2.68935
S 0.44148 -2.31891 -2.17132
O 0.03767 -1.51159 -3.29573
O -0.44981 -3.32730 -1.59543
O 0.86130 -1.42163 -1.06797
H 3.10341 0.30001 -0.42142
H 6.23218 -2.08339 -0.33111
H 4.88323 -5.17936 -3.92392
H 2.85221 -5.12198 -5.36066
H 0.87338 -3.78682 -4.53117
O 1.08202 4.04685 0.82239
As 1.47199 2.51383 1.60532
O 2.63037 2.76305 2.77742
O 1.21092 1.27544 0.43379
C -0.21196 2.27926 2.62096
C -0.92322 3.47633 2.88575
C -1.56865 3.56838 4.08278
C -1.83103 2.43709 4.78112
C -1.48269 1.16964 4.38056
C -0.45324 1.04774 3.38206
S -3.67375 -2.87619 5.54765
O -2.18677 -2.93993 5.50722
O -4.34234 -1.60402 5.30513
O 0.25045 0.00395 3.28825
H 1.73266 4.09779 0.12134
H -0.71765 4.42434 2.28344
H -2.00944 4.43851 4.47054
H -2.30906 2.57459 5.76175
H -1.80477 0.30357 4.96573
N -1.40948 -4.76167 0.63501
C -1.39709 -3.87963 1.67879
N -2.60665 -3.80984 2.40347
O -0.38113 -3.27574 2.10964
H -2.22687 -5.37494 0.42574
H -0.80811 -4.51021 -0.14341
H -3.53494 -4.05057 2.00582
H -2.62435 -3.01188 3.00802
*
```

Atom charges from the natural (NBO) analysis, given in e for atoms 1 to 6: 1.872 -0.682 0.028 -0.216 -0.212 -0.256